## one
{"formula": "C6H11N4", "method": "ωB97M-V with the def2-TZVPD basis set", "elements": ["C", "C", "C", "C", "C", "C", "N", "N", "N", "N", "H", "H", "H", "H", "H", "H", "H", "H", "H", "H", "H"], "positions_angstrom": [[2.82, 1.18, 0.12], [2.31, 0.94, -1.17], [2.12, 0.54, 1.18], [-1.82, -0.85, -0.86], [-1.13, -0.36, 0.40], [1.16, -0.82, -0.35], [1.38, -0.47, 0.93], [1.52, -0.07, -1.41], [-1.46, -0.72, 1.59], [-2.68, 0.38, -0.86], [3.71, 1.74, 0.41], [2.68, 1.45, -2.07], [2.35, 0.66, 2.26], [-1.35, -0.92, -1.85], [-2.63, -1.68, -0.77], [-0.81, 0.62, 0.43], [0.96, -1.82, -0.61], [-2.01, -1.56, 1.73], [-1.28, -0.10, 2.37], [-2.23, 1.29, -1.02], [-3.61, 0.55, -0.44]], "total_charge": 1, "e_homo_ha": -0.4874, "gap_ev": 9.1, "e_lumo_ev": -4.209}

=====

## two
{"formula": "C6H11N4", "method": "ωB97M-V with the def2-TZVPD basis set", "elements": ["C", "C", "C", "C", "C", "C", "N", "N", "N", "N", "H", "H", "H", "H", "H", "H", "H", "H", "H", "H", "H"], "positions_angstrom": [[-2.05, 0.81, -0.67], [0.45, -0.10, 0.17], [-1.58, -1.34, 0.39], [1.46, 1.95, -0.35], [-0.80, 1.49, -0.20], [0.85, -2.39, 0.83], [-2.28, -0.41, -0.40], [0.15, 2.20, -1.04], [-0.09, -1.20, 0.43], [1.57, 0.53, -0.03], [-2.72, 1.33, -1.35], [-1.93, -1.53, 1.51], [-1.78, -2.31, -0.01], [2.33, 2.21, -1.02], [1.55, 2.52, 0.58], [-0.84, 2.11, 0.76], [0.26, -3.23, 0.43], [1.79, -2.41, 0.26], [0.98, -2.52, 2.03], [0.27, 2.10, -1.98], [2.41, 0.19, -0.38]], "total_charge": 1, "e_homo_ha": -0.4970, "gap_ev": 10.5, "e_lumo_ev": -3.007}

=====

Short version: two is the least stable of them.